No. 1
This record from the Open Molecules 2025 dataset describes C23H33N3O4S as an isolated structure at a distorted geometry. The level of theory is ωB97M-V with the def2-TZVPD basis set.

## Properties
Relative energy (zero: lowest compared OMol25 entry of this formula, charge and spin), kcal/mol: 592.36
Highest occupied orbital energy, Ha: -0.3030
LUMO energy, eV: -0.59
Charge: 0
Orbital gap, eV: 7.660

Each line ends with the Löwdin charge.
Cartesian coordinates (Å):
C (0.680, -6.440, 1.163)  -0.119
C (0.589, -4.992, 0.676)  -0.253
C (0.113, -4.761, -0.791)  -0.239
C (-0.192, -3.425, -1.200)  -0.329
N (1.019, -2.829, -1.303)  0.044
C (1.164, -1.699, -0.272)  -0.212
O (0.296, -1.317, 0.620)  -0.018
C (2.574, -0.945, -0.616)  -0.199
C (2.419, 0.101, -1.711)  -0.094
C (3.777, 0.887, -1.718)  -0.102
N (4.034, 1.733, -0.432)  -0.221
S (3.427, 3.169, -0.244)  0.645
O (3.891, 3.681, -1.403)  -0.242
O (4.073, 3.535, 1.178)  -0.364
C (1.739, 2.923, -0.175)  -0.283
C (0.924, 3.107, -1.061)  -0.184
C (-0.328, 2.693, -1.141)  0.041
C (-0.964, 2.285, 0.045)  -0.217
C (-0.055, 2.275, 1.058)  -0.087
C (1.150, 2.529, 1.249)  0.082
H (1.744, 2.379, 1.924)  0.033
C (-1.115, 1.635, 2.345)  0.044
H (-0.908, 2.151, 3.210)  0.060
H (-0.758, 0.546, 2.476)  0.114
C (-2.425, 1.818, 1.380)  -0.493
N (-2.155, 1.947, 0.182)  0.018
C (-3.192, 1.657, -0.778)  -0.050
O (-2.950, 2.330, -1.960)  -0.044
C (-4.625, 1.302, -0.246)  -0.178
C (-5.448, 0.889, -1.392)  -0.116
C (-5.719, 2.310, -0.782)  -0.005
H (-5.550, 3.098, -1.373)  0.055
H (-6.522, 2.295, -0.014)  0.115
H (-5.117, 0.870, -2.490)  0.135
H (-6.165, 0.018, -1.282)  0.117
H (-4.567, 0.996, 0.609)  0.010
C (-3.170, 2.799, 2.105)  -0.089
H (-2.636, 3.738, 2.444)  0.096
H (-4.184, 2.971, 1.821)  0.045
H (-3.464, 2.712, 3.428)  0.186
H (-2.877, 0.627, 1.915)  0.234
H (-1.098, 3.077, -1.839)  0.122
H (1.389, 3.475, -2.039)  0.172
C (4.182, 0.460, 0.666)  -0.117
C (2.900, -0.233, 0.747)  -0.179
H (3.379, -1.121, 1.557)  0.203
H (2.239, 0.181, 1.213)  -0.016
H (5.248, -0.163, 0.478)  0.180
H (4.444, 1.286, 1.431)  0.115
H (4.450, 0.379, -1.989)  -0.006
H (3.634, 1.797, -2.469)  0.154
H (1.635, 0.755, -1.459)  0.087
H (2.490, -0.360, -2.672)  0.115
H (3.404, -1.805, -0.677)  0.183
H (1.847, -3.040, -1.643)  0.062
H (-0.875, -2.793, -0.265)  0.206
H (-0.703, -3.404, -2.248)  0.143
H (-1.076, -5.371, -0.827)  0.191
H (0.707, -5.223, -1.414)  0.049
H (-0.146, -4.527, 1.635)  0.188
H (1.442, -4.516, 0.710)  0.025
H (1.416, -6.927, 0.528)  0.067
H (1.021, -6.506, 2.042)  -0.033
H (-0.457, -7.018, 1.095)  0.156

---

No. 2
This record from the Open Molecules 2025 dataset describes one molecule with the formula C23H33N3O5S at a distorted geometry. The level of theory is ωB97M-V with the def2-TZVPD basis set.

## Properties
Relative energy (zero: lowest compared OMol25 entry of this formula, charge and spin), kcal/mol: 50.67
Highest occupied orbital energy, Ha: -0.2844
LUMO energy, eV: 0.61
Charge: 0
Orbital gap, eV: 8.343

Each line ends with the Löwdin charge.
Cartesian coordinates (Å):
C (2.764, 2.537, 4.566)  -0.078
H (3.670, 2.291, 5.118)  0.096
O (2.200, 1.304, 4.195)  -0.059
C (1.065, 1.307, 3.453)  -0.207
C (0.370, 2.439, 3.058)  -0.010
C (-0.774, 2.335, 2.283)  -0.024
C (-1.238, 1.086, 1.898)  -0.153
C (-0.553, -0.067, 2.301)  0.044
C (0.589, 0.029, 3.066)  -0.207
O (1.336, -1.024, 3.489)  -0.066
C (0.936, -2.318, 3.107)  -0.072
H (0.922, -2.432, 2.018)  0.088
H (1.680, -2.991, 3.529)  0.098
H (-0.051, -2.569, 3.507)  0.099
H (-0.946, -1.018, 1.986)  0.111
C (-2.405, 0.936, 1.065)  -0.273
N (-2.931, -0.197, 0.688)  0.170
C (-3.991, 0.135, -0.113)  -0.310
C (-4.055, 1.500, -0.205)  -0.238
O (-3.055, 2.005, 0.557)  0.136
C (-4.957, 2.413, -0.947)  0.008
H (-4.716, 3.442, -0.696)  0.088
H (-5.998, 2.214, -0.694)  0.088
H (-4.828, 2.267, -2.019)  0.084
C (-4.778, -0.887, -0.817)  -0.227
H (-4.871, -1.805, -0.246)  0.097
H (-5.753, -0.509, -1.116)  0.091
S (-3.880, -1.327, -2.412)  0.969
O (-3.378, -0.037, -2.919)  -0.533
C (-2.454, -2.149, -1.574)  -0.215
C (-1.217, -2.309, -2.444)  -0.548
O (-0.576, -3.343, -2.446)  0.044
N (-0.888, -1.212, -3.142)  0.066
H (-1.530, -0.427, -3.150)  0.097
C (0.269, -1.156, -3.999)  -0.145
H (0.700, -2.159, -4.023)  0.113
C (1.320, -0.137, -3.502)  -0.176
N (1.860, -0.353, -2.187)  -0.180
C (2.504, -1.634, -1.994)  -0.192
C (3.345, -1.663, -0.712)  -0.173
C (3.982, -0.314, -0.369)  -0.196
C (3.070, 0.570, 0.482)  -0.198
C (1.890, 1.163, -0.283)  -0.163
H (2.261, 1.894, -1.004)  0.116
H (1.233, 1.679, 0.420)  0.087
C (1.078, 0.121, -1.063)  -0.185
H (0.159, 0.597, -1.417)  0.112
H (0.782, -0.701, -0.400)  0.118
H (3.659, 1.394, 0.893)  0.108
H (2.702, -0.014, 1.327)  0.096
H (4.248, 0.208, -1.288)  0.113
H (4.900, -0.495, 0.197)  0.105
H (2.733, -1.986, 0.132)  0.094
H (4.125, -2.416, -0.845)  0.107
H (3.160, -1.785, -2.857)  0.123
H (1.786, -2.471, -1.963)  0.109
H (2.151, -0.158, -4.217)  0.118
H (0.883, 0.865, -3.524)  0.120
H (-0.038, -0.876, -5.012)  0.122
H (-2.799, -3.134, -1.265)  0.102
H (-2.203, -1.553, -0.692)  0.071
H (-1.301, 3.224, 1.974)  0.118
H (0.716, 3.419, 3.344)  0.107
H (2.092, 3.110, 5.214)  0.097
H (3.026, 3.139, 3.690)  0.097

---

No. 3
This record from the Open Molecules 2025 dataset describes C23H33N5S6Sn as an isolated structure at a distorted geometry. The level of theory is ωB97M-V with the def2-TZVPD basis set.

## Properties
Highest occupied orbital energy (spin up / spin down), Ha: -0.4645 / -0.4645
LUMO energy (spin up / spin down), eV: -8.42 / -7.61
Charge: +2
Orbital gap (spin up / spin down), eV: 4.219 / 5.030

Each line ends with the Löwdin charge.
Cartesian coordinates (Å):
Sn (0.588, 1.866, 0.012)  0.642
C (4.037, 0.861, -1.193)  -0.441
C (3.452, -0.529, -0.998)  -0.503
S (2.105, -0.715, 0.175)  0.828
C (3.056, -0.480, 1.704)  -0.517
C (2.218, -0.451, 2.958)  -0.454
S (0.757, 0.690, 2.855)  0.811
C (1.357, 2.266, 3.561)  -0.493
C (2.433, 3.004, 2.814)  -0.488
S (1.954, 3.813, 1.272)  0.861
C (3.509, 3.917, 0.290)  -0.450
C (3.248, 3.748, -1.191)  -0.492
S (2.778, 2.076, -1.824)  0.826
H (4.728, 0.859, -2.045)  0.095
H (4.542, 1.229, -0.320)  0.066
H (4.213, -1.257, -0.658)  0.109
H (2.979, -0.845, -1.938)  0.091
H (3.674, 0.408, 1.730)  0.064
H (3.783, -1.310, 1.752)  0.109
H (2.810, -0.142, 3.821)  0.100
H (1.723, -1.436, 3.115)  0.100
H (1.717, 2.061, 4.557)  0.094
H (0.456, 2.887, 3.646)  0.081
H (3.312, 2.387, 2.616)  0.077
H (2.765, 3.852, 3.402)  0.097
H (4.233, 3.194, 0.738)  0.094
H (3.883, 4.926, 0.515)  0.105
H (4.151, 4.105, -1.693)  0.101
H (2.408, 4.422, -1.491)  0.081
C (-2.764, 4.765, -2.158)  -0.100
C (-1.970, 3.867, -1.249)  -0.689
S (-0.439, 3.418, -1.871)  0.668
C (-2.496, 3.588, 0.040)  -0.700
C (-3.876, 4.021, 0.443)  -0.113
S (-1.680, 2.765, 1.283)  0.682
H (-2.170, 4.981, -3.050)  0.075
H (-3.132, 5.641, -1.637)  0.099
H (-3.686, 4.291, -2.489)  0.101
H (-3.923, 5.075, 0.714)  0.106
H (-4.202, 3.478, 1.319)  0.066
H (-4.661, 3.850, -0.298)  0.100
C (-2.671, -0.830, 0.233)  -0.007
C (-2.079, -1.076, -1.090)  -0.345
N (-1.299, -0.243, -1.770)  0.068
C (-1.116, -0.833, -2.989)  -0.165
C (-1.724, -2.044, -3.087)  -0.063
N (-2.316, -2.237, -1.838)  -0.014
C (-3.382, -3.272, -1.617)  -0.033
N (-2.979, -4.210, -0.579)  -0.083
N (-3.883, -4.575, 0.312)  0.039
N (-3.363, -5.362, 1.185)  0.087
C (-2.033, -5.517, 0.852)  -0.232
C (-1.092, -6.391, 1.443)  0.014
C (0.098, -6.527, 0.725)  -0.083
C (0.342, -5.812, -0.454)  -0.099
C (-0.581, -4.991, -1.055)  -0.025
C (-1.780, -4.881, -0.369)  -0.159
H (-3.569, -0.208, 0.224)  0.092
H (-1.916, -0.271, 0.810)  0.042
H (-2.905, -1.718, 0.851)  0.094
H (-0.567, -0.313, -3.762)  0.101
H (-1.795, -2.761, -3.919)  0.134
H (-3.579, -3.723, -2.636)  0.154
H (-4.304, -2.756, -1.260)  0.146
H (-1.229, -6.889, 2.395)  0.117
H (0.903, -7.200, 1.088)  0.118
H (1.344, -5.918, -0.879)  0.109
H (-0.392, -4.589, -2.043)  0.105

---

No. 4
This record from the Open Molecules 2025 dataset describes C23H34As2N7O2PdS2 as an isolated structure at a distorted geometry. The level of theory is ωB97M-V with the def2-TZVPD basis set.

## Properties
Expectation value of S²: 6.036
Highest occupied orbital energy (spin up / spin down), Ha: -0.5940 / -0.5927
LUMO energy (spin up / spin down), eV: -9.37 / -12.65
Charge: +3
Spin multiplicity: 5
Orbital gap (spin up / spin down), eV: 6.790 / 3.478

Each line ends with the Löwdin charge.
Cartesian coordinates (Å):
Pd (-0.072, 0.405, -0.323)  0.750
C (3.756, 1.180, -0.405)  -0.237
As (2.175, 1.352, 0.730)  1.212
C (2.964, 1.627, 2.505)  -0.234
C (1.567, 3.211, 0.295)  -0.543
C (2.441, 4.404, 0.453)  -0.005
C (1.959, 5.658, 0.324)  -0.021
C (0.635, 6.044, -0.114)  -0.022
C (-0.375, 5.224, -0.473)  -0.006
C (-0.278, 3.745, -0.311)  -0.541
As (-1.811, 2.495, -0.588)  1.236
C (-3.090, 3.326, 0.649)  -0.242
C (-2.480, 3.028, -2.355)  -0.241
H (4.437, 2.020, -0.237)  0.048
H (3.473, 1.153, -1.460)  0.037
H (4.284, 0.255, -0.160)  0.040
H (3.954, 2.077, 2.402)  0.049
H (3.077, 0.664, 3.009)  0.035
H (2.328, 2.271, 3.115)  0.045
H (3.483, 4.235, 0.691)  0.112
H (2.639, 6.478, 0.505)  0.126
H (0.476, 7.111, -0.204)  0.127
H (-1.300, 5.627, -0.869)  0.111
H (-3.380, 4.319, 0.297)  0.049
H (-2.643, 3.410, 1.641)  0.039
H (-3.986, 2.708, 0.718)  0.031
H (-2.690, 4.101, -2.369)  0.046
H (-3.405, 2.490, -2.575)  0.034
H (-1.737, 2.787, -3.118)  0.033
C (-0.547, 0.212, 3.297)  -0.035
C (-1.630, -0.346, 2.466)  -0.544
N (-1.585, -0.407, 1.167)  -0.007
C (-2.703, -0.984, 0.612)  -0.281
C (-3.629, -1.376, 1.555)  -0.227
S (-3.105, -1.005, 3.130)  1.238
C (-2.759, -1.123, -0.821)  -0.280
C (-3.752, -1.669, -1.612)  -0.221
S (-3.333, -1.610, -3.260)  1.238
C (-1.811, -0.856, -2.828)  -0.544
N (-1.688, -0.673, -1.548)  -0.013
C (-0.750, -0.501, -3.784)  -0.022
H (0.401, 0.163, 2.745)  0.039
H (-0.455, -0.331, 4.235)  0.104
H (-0.757, 1.255, 3.545)  0.114
H (-4.569, -1.862, 1.388)  0.107
H (-4.677, -2.106, -1.288)  0.108
H (-1.129, 0.084, -4.620)  0.109
H (-0.317, -1.406, -4.215)  0.115
H (0.038, 0.059, -3.265)  0.078
O (0.308, 3.413, 0.956)  -0.087
N (0.898, 3.208, -1.012)  -0.087
O (0.765, 2.101, -1.664)  -0.205
C (-0.302, -5.582, -0.920)  -0.070
C (0.935, -5.796, -0.058)  -0.395
C (0.651, -5.740, 1.439)  -0.065
C (2.062, -4.821, -0.456)  -0.091
N (1.794, -3.467, -0.057)  -0.077
C (2.166, -2.805, 1.057)  -0.070
N (1.746, -1.563, 0.959)  -0.002
N (1.116, -1.496, -0.213)  -0.158
N (1.134, -2.617, -0.820)  0.102
H (-1.106, -6.231, -0.589)  0.088
H (-0.085, -5.817, -1.960)  0.088
H (-0.649, -4.549, -0.873)  0.050
H (1.326, -6.797, -0.279)  0.152
H (0.174, -4.801, 1.723)  0.068
H (1.567, -5.860, 2.012)  0.086
H (-0.019, -6.546, 1.724)  0.093
H (2.174, -4.816, -1.542)  0.142
H (3.000, -5.125, 0.012)  0.146
H (2.701, -3.217, 1.887)  0.149

---

Table of total energy (eV), in record order: -47858.40401 -49928.99331 -102664.32024 -185723.69338